Entry 1:
Below is 2 unconnected molecules or ions with the total composition H4O2, with properties calculated with wB97M-V/def2-TZVPD.

XYZ file:
```
6
Properties=species:S:1:pos:R:3:forces:R:3:mulliken_charge:R:1
O 1.227328 0.501295 -1.237990 0.62 0.43 -0.61 -1.3477
H 0.842288 0.310095 -0.382750 -0.62 -0.18 0.62 0.5774
H 1.188758 -0.330585 -1.709930 -0.14 -0.24 0.00 0.4227
O -1.104752 -0.197705 0.721880 0.11 -0.11 -1.58 -2.3053
H -1.035392 -0.894065 1.374950 0.07 -0.75 0.85 0.9002
H -1.118232 0.610965 1.233840 -0.05 0.85 0.72 0.7528
```
Forces are in eV/Å.

Values from the calculation:
Electronic energy = -4158.7247 eV
Frontier orbital gap (spin up / spin down) = 3.5949 / 11.1247 eV
Charge = -1
Relative energy (zero: lowest compared OMol25 entry of this formula, charge and spin) = 14.6 kJ/mol
<S²> = 0.7504
E_HOMO (spin up / spin down) = 1.20 / -6.43 eV
Multiplicity = 2

=====

Entry 2:
Below is a molecular structure, C35H56N3O2P2Sn, with properties calculated with wB97M-V/def2-TZVPD.

XYZ file:
```
99
Properties=species:S:1:pos:R:3:forces:R:3:mulliken_charge:R:1
C -2.358772 1.547379 -1.283868 -0.77 0.57 -0.56 -0.1532
C -0.942167 0.865600 -3.036706 0.29 0.91 0.33 -0.7442
C -3.202967 2.115492 -2.241874 -0.23 0.49 -0.10 -0.6623
C -1.535622 1.771121 -3.922409 -0.40 -1.31 -0.03 -0.9211
C -2.773687 2.260360 -3.571316 -0.37 0.51 0.59 -1.1035
H -4.163331 2.518164 -1.911267 0.25 -0.15 -0.28 0.5828
H -1.122159 1.802529 -4.920203 -0.22 0.26 -0.17 0.6222
H -3.395710 2.753172 -4.316952 0.09 0.03 0.29 0.4902
N -1.234110 0.949797 -1.693624 -0.20 -1.50 0.13 0.9249
P -1.495385 1.569275 1.405003 -1.03 0.14 1.34 1.1329
P 0.897349 -1.080369 -2.403813 0.79 -0.39 -1.45 0.3416
C -2.831900 1.616169 0.196634 -0.38 -0.17 -1.21 -1.5381
H -3.416491 2.545474 0.334866 0.44 -0.30 -0.10 0.6972
H -3.580520 0.825881 0.382152 0.43 0.02 -0.10 0.7410
C 0.010111 -0.088498 -3.624757 3.64 4.29 3.38 -0.6634
H 0.800742 0.512911 -4.167132 -1.08 -0.40 -0.22 0.6488
C 2.957635 -1.226844 -2.354944 -0.07 -0.14 -0.18 2.1672
C 0.108991 -2.506206 -3.366092 -0.07 -0.50 1.35 1.4899
C -1.037597 3.388289 1.560453 0.79 0.66 -0.18 1.6359
C -2.276147 0.853605 3.027899 0.52 0.23 -0.55 1.7418
C 3.603435 -0.912903 -0.992525 -0.43 0.22 0.42 -1.6350
H 3.278160 -1.596977 -0.197778 -0.05 0.10 -0.18 0.2257
H 4.702427 -1.045797 -1.080283 -0.64 0.12 -0.16 0.5805
H 3.411457 0.113971 -0.659094 0.10 -0.22 -0.07 0.1755
C 3.388798 -2.659204 -2.690179 -0.15 -0.26 -0.23 -1.7440
H 3.031505 -3.372184 -1.933465 0.14 0.20 -0.25 0.2940
H 3.059698 -2.979966 -3.684331 0.16 0.03 0.32 0.2702
H 4.492127 -2.710809 -2.681311 -0.41 0.16 0.00 0.5469
C 3.492660 -0.224993 -3.367819 -0.15 0.30 -0.24 -1.8693
H 4.592802 -0.281911 -3.387891 -0.33 -0.07 -0.01 0.4927
H 3.125518 -0.410101 -4.382656 0.13 0.01 0.09 0.3452
H 3.233872 0.803524 -3.081968 0.04 -0.16 -0.09 0.3121
C 0.319939 -3.837377 -2.665201 -0.24 -0.62 -0.42 -1.6222
H 0.069221 -3.788018 -1.592660 0.04 -0.07 -0.37 0.1364
H -0.365435 -4.544252 -3.155636 0.28 -0.14 0.32 0.5201
H 1.344780 -4.212066 -2.787960 -0.48 0.08 0.12 0.4016
C -1.388622 -2.155841 -3.444904 -0.23 -0.23 -0.20 -1.7541
H -1.809733 -1.974859 -2.445294 -0.04 -0.13 -0.49 0.0416
H -1.559090 -1.265905 -4.066365 -0.17 -0.60 0.18 0.4726
H -1.922308 -2.964023 -3.945923 -0.03 -0.23 0.26 0.7041
C 0.770073 -2.389516 -4.751428 0.47 -0.09 -0.63 -1.3919
H 1.217655 -1.397954 -4.950949 -0.07 -0.93 0.01 0.2264
H 1.537040 -3.154721 -4.936041 -0.43 0.16 0.06 0.4487
H -0.022066 -2.491779 -5.501491 0.11 -0.17 0.02 0.4001
C -1.183789 0.878593 4.105760 -0.02 -0.01 0.18 -1.9629
H -1.541591 0.307325 4.972587 0.07 0.14 -0.13 0.5395
H -0.250611 0.410358 3.762344 -0.12 0.09 0.04 0.3449
H -0.961476 1.895584 4.452052 -0.11 -0.35 -0.08 0.3026
C -2.697623 -0.598415 2.761821 -0.02 0.11 -0.08 -1.3970
H -3.494702 -0.678716 2.011865 0.16 -0.02 0.16 0.2798
H -1.851174 -1.232270 2.466471 -0.05 0.05 0.02 0.0131
H -3.092401 -1.003615 3.704583 0.09 0.04 -0.27 0.6684
C -3.508751 1.652042 3.464736 -0.17 0.11 0.15 -1.5165
H -4.027654 1.063872 4.234304 0.06 0.11 -0.19 0.5146
H -3.253589 2.611349 3.926866 -0.10 -0.36 -0.19 0.3365
H -4.221843 1.824896 2.646266 0.15 -0.06 0.23 0.2722
C -0.781924 4.003013 0.164141 0.04 -0.06 -0.49 -1.5561
H -0.409763 5.043624 0.301605 -0.26 -0.70 -0.04 0.6693
H -0.022717 3.444733 -0.408474 -0.58 0.38 0.16 -0.2088
H -1.708537 4.059072 -0.445203 0.53 0.01 0.34 0.2521
C 0.241173 3.502891 2.410257 0.07 0.13 0.18 -1.5896
H 1.055558 2.881846 2.014273 -0.24 0.25 0.28 0.1658
H 0.569024 4.557088 2.415955 -0.10 -0.40 -0.03 0.4988
H 0.046776 3.224732 3.453600 0.18 0.11 -0.34 0.3156
C -2.140806 4.260115 2.180295 -0.21 -0.11 0.30 -1.5401
H -3.104019 4.151229 1.665940 0.15 0.07 0.20 0.2997
H -2.270486 4.072040 3.249858 0.02 0.11 -0.29 0.3280
H -1.833675 5.314009 2.073254 -0.05 -0.40 -0.01 0.5146
Sn 0.038534 -0.225584 0.206243 1.18 0.50 -0.38 1.9506
C -1.963767 -2.289462 -0.136373 -2.85 -1.33 0.56 0.1838
O -2.976297 -2.786590 0.032554 2.30 1.06 -0.45 -0.1933
N 1.528452 1.521489 0.063172 2.14 6.31 -2.36 -0.4004
C 1.954455 2.553355 -0.462185 -1.90 -7.94 -0.27 0.2522
C 2.554390 3.216047 -1.604521 1.28 2.04 -0.77 0.6725
C 3.694687 3.994142 -1.255605 -0.52 0.33 1.29 -0.7312
C 2.139643 3.358789 -3.004333 0.03 0.82 0.50 0.3100
C 4.194928 5.000702 -2.044671 0.66 0.97 -1.07 -0.7274
H 4.154940 3.942997 -0.251650 -0.61 -0.25 -0.50 0.4254
C 2.711056 4.375677 -3.832082 -0.10 -0.68 0.72 -0.8586
H 1.373284 2.744581 -3.487654 0.05 0.17 0.64 0.4780
C 3.717632 5.238828 -3.343739 -0.36 -0.37 -0.23 -0.3830
H 4.956202 5.672160 -1.626049 -0.20 -0.51 -0.25 0.4056
H 2.346776 4.523925 -4.870755 0.23 -0.40 0.90 0.3995
H 4.107690 6.050481 -4.015103 -0.39 -0.86 1.00 0.4012
C 2.640511 -3.446138 4.125797 -0.17 -0.83 0.39 -0.8172
N 2.571892 -2.243318 3.306382 -0.88 -0.14 -0.59 0.1250
C 3.631052 -1.252697 3.438977 0.36 0.24 0.16 -0.7610
C 1.554889 -2.021658 2.473662 1.35 0.62 0.74 0.4890
C 0.492240 -3.057601 2.351010 -0.08 -0.07 -0.13 -1.0344
O 1.561575 -0.907794 1.849819 -0.99 -0.05 -0.50 -0.2173
H 3.583396 -3.432452 4.686414 -0.43 -0.10 -0.21 0.2990
H 2.609573 -4.361817 3.507421 0.14 0.43 0.27 0.3146
H 1.799769 -3.500914 4.843625 0.43 0.11 -0.29 0.3202
H 4.153043 -1.104998 2.488748 -0.12 -0.02 0.13 0.2292
H 3.231145 -0.293168 3.777982 0.04 -0.14 -0.06 0.2812
H 4.335668 -1.634530 4.180951 -0.08 0.25 -0.21 0.3302
H -0.190738 -2.819279 1.532311 0.11 -0.02 0.18 -0.2539
H 0.951295 -4.029672 2.142391 -0.23 0.08 0.14 0.5392
H -0.068551 -3.110599 3.292588 0.06 -0.17 -0.20 0.4183
```
Forces are in eV/Å.

Values from the calculation:
Electronic energy = -70149.0271 eV
Frontier orbital gap (spin up / spin down) = 4.5238 / 4.5233 eV
Charge = +3
E_HOMO (spin up / spin down) = -15.29 / -15.29 eV

=====

Entry 3:
Below is a molecular structure, C36H46GaN6SSb2, with properties calculated with wB97M-V/def2-TZVPD.

XYZ file:
```
92
Properties=species:S:1:pos:R:3:forces:R:3:mulliken_charge:R:1
Ga -1.190190 -0.490672 -1.696077 0.19 -0.13 -0.17 0.2359
C 2.842658 -1.861284 0.560554 0.12 -0.03 -0.23 -1.3494
C 1.828235 -1.185155 1.490962 0.03 -0.32 0.05 0.9990
C 0.721967 -2.200602 1.829071 -0.07 0.12 0.05 -1.6226
Sb -1.025116 -1.416062 2.827748 0.25 0.43 0.39 1.0212
C -0.485547 -1.337509 4.880705 0.01 -0.24 -0.30 0.4509
C 0.770181 -1.793797 5.280567 -0.16 0.12 0.16 -0.1359
C 1.175430 -1.558707 6.590647 0.02 -0.08 -0.09 -0.6887
C 0.319165 -0.921819 7.479467 -0.09 0.01 0.03 -0.5116
C -0.943256 -0.497661 7.070389 0.00 -0.03 0.00 -0.5808
C -1.359807 -0.709248 5.764059 0.20 0.02 0.10 -0.6372
C -1.035724 0.685821 2.528605 -0.07 -0.03 -0.11 0.6388
C 0.124315 1.413141 2.794533 -0.15 0.10 -0.03 -0.4021
C 0.111175 2.799032 2.668415 -0.03 -0.03 -0.02 -0.6406
C -1.057463 3.458234 2.302485 0.05 -0.02 0.01 -0.8528
C -2.227365 2.737078 2.090138 0.02 0.02 0.04 -0.2839
C -2.217694 1.350419 2.203114 0.10 0.02 0.13 -1.4691
Sb 4.445189 -0.545231 -0.078856 -0.26 0.22 0.70 1.1514
C 5.906053 -0.577671 1.437338 -0.02 -0.13 -0.30 0.3622
C 5.469473 -0.552526 2.762830 0.17 -0.03 -0.06 -0.1061
C 6.422140 -0.506819 3.771616 -0.01 -0.01 0.01 -0.6295
C 7.777515 -0.504962 3.454379 -0.05 0.01 -0.04 -0.5491
C 8.195037 -0.547028 2.129449 0.00 -0.01 0.04 -0.5290
C 7.258762 -0.587560 1.104683 -0.09 0.07 0.17 -0.7684
C 3.632602 1.396458 0.003138 0.14 0.00 -0.20 0.2391
C 2.749212 1.838988 -0.984748 0.05 0.01 0.16 -0.6284
C 2.231195 3.121145 -0.905598 0.01 0.06 0.05 -0.6490
C 2.626317 3.968227 0.125761 0.05 -0.02 0.01 -0.5600
C 3.530081 3.533569 1.089593 -0.05 0.00 -0.03 -0.7202
C 4.044049 2.244693 1.034626 -0.04 -0.01 -0.11 -0.0642
H 2.356598 -2.228175 -0.343702 0.00 -0.01 0.00 0.5268
H 3.365532 -2.699247 1.026850 -0.08 0.02 0.02 0.5100
H 1.428460 -0.284350 1.030429 -0.07 0.05 -0.08 0.2380
H 2.319214 -0.891916 2.422093 -0.04 0.11 -0.05 -0.2489
H 1.101863 -2.960225 2.514435 -0.06 -0.09 -0.08 0.5814
H 0.334388 -2.717428 0.949770 0.10 0.07 -0.07 0.5694
H 1.432305 -2.315509 4.598404 -0.03 0.01 0.05 0.3203
H 2.154790 -1.891223 6.915293 -0.08 0.02 0.01 0.4261
H 0.626251 -0.770260 8.507870 0.00 0.02 -0.09 0.4118
H -1.607489 -0.007331 7.771523 0.05 -0.04 -0.01 0.4176
H -2.341428 -0.375080 5.446637 0.04 -0.01 0.02 0.3800
H 1.029746 0.917806 3.129875 -0.06 0.06 -0.03 0.5195
H 1.013160 3.365684 2.872974 -0.09 -0.05 -0.02 0.5856
H -1.064575 4.539088 2.217418 -0.01 -0.08 0.02 0.4746
H -3.153114 3.259832 1.873195 0.05 -0.02 0.02 0.4912
H -3.145846 0.792512 2.103176 0.05 0.01 -0.04 0.7981
H 4.413819 -0.555090 3.015676 0.08 0.01 0.00 0.2874
H 6.101653 -0.471657 4.805973 0.06 -0.01 -0.04 0.4338
H 8.513734 -0.472873 4.247300 -0.03 0.00 -0.02 0.4142
H 9.250824 -0.550032 1.889372 -0.04 0.00 0.03 0.4174
H 7.590671 -0.621998 0.074331 -0.02 0.01 0.02 0.4186
H 2.493265 1.207050 -1.824365 -0.09 -0.07 -0.01 0.4952
H 1.542918 3.473460 -1.663453 0.05 0.01 0.00 0.4766
H 2.254332 4.985782 0.159875 0.00 -0.07 0.01 0.4711
H 3.859355 4.205134 1.872909 -0.03 -0.01 -0.02 0.4828
H 4.759581 1.917366 1.779828 0.01 0.02 -0.05 0.4424
C -6.132897 1.838906 -1.471574 0.10 -0.04 0.07 -1.4106
C -5.685620 0.572245 -0.835794 0.17 0.14 -0.01 0.9651
N -6.442546 -0.415581 -0.481551 0.28 -0.29 0.16 -0.7278
N -5.581229 -1.335550 0.041152 -0.59 -0.15 0.06 0.2842
C -4.308433 -0.967090 0.010962 0.04 -0.18 0.04 0.1633
S -2.923547 -1.848401 0.466277 0.04 -0.10 -0.27 -0.4149
N -4.365634 0.258971 -0.539294 0.01 0.62 -0.23 0.5176
N -3.216038 0.999939 -0.846965 0.05 -0.29 -0.22 -0.4738
H -7.204182 1.777023 -1.645439 0.00 -0.01 0.01 0.3492
H -5.636645 2.001945 -2.431777 -0.03 -0.01 0.03 0.3478
H -5.938920 2.697623 -0.824267 0.00 -0.04 -0.02 0.3441
H -5.937032 -2.215735 0.380296 -0.04 -0.06 0.06 0.1967
H -3.509482 1.844657 -1.322952 -0.02 0.12 -0.11 0.2487
H -2.763888 1.264723 0.026596 0.03 0.15 0.10 0.0400
C -3.091608 0.951948 -5.943914 0.04 -0.09 -0.05 -0.7921
C -3.600169 -0.486718 -5.896103 0.14 -0.02 0.09 -1.0675
N -2.539099 -1.492794 -5.680760 0.01 0.16 -0.11 0.1607
C -2.192618 -2.328421 -6.853674 0.08 0.15 -0.05 -0.8023
C -1.363952 -1.583596 -7.891685 -0.02 0.06 0.06 -0.9872
C -1.896237 -1.584415 -4.526769 0.07 -0.22 -0.02 1.3207
C -0.720091 -2.520085 -4.418564 -0.15 0.10 -0.03 -1.4563
N -2.243324 -0.912008 -3.437552 -0.09 0.16 0.29 -0.4753
H -3.924337 1.627451 -6.146090 0.04 -0.05 0.00 0.3927
H -2.357118 1.072111 -6.740493 -0.04 0.02 0.03 0.3202
H -2.621867 1.258800 -5.009780 0.02 0.02 0.02 0.1851
H -4.069358 -0.730603 -6.844790 -0.04 -0.07 -0.01 0.4397
H -4.369583 -0.612159 -5.130542 -0.05 -0.04 0.01 0.4749
H -3.131292 -2.659825 -7.292487 -0.08 -0.04 0.03 0.3871
H -1.674191 -3.220130 -6.518703 -0.01 -0.02 0.06 0.4301
H -1.923363 -0.755446 -8.332087 0.05 -0.05 0.03 0.3182
H -1.092792 -2.264851 -8.699424 -0.03 0.04 0.04 0.4017
H -0.443989 -1.186345 -7.454639 -0.05 -0.03 -0.05 0.2709
H -1.055829 -3.557558 -4.446292 -0.01 0.02 0.01 0.3802
H -0.214302 -2.358944 -3.470693 0.06 0.00 0.04 0.0947
H -0.012899 -2.369865 -5.233596 -0.02 0.00 0.04 0.3622
H -3.084473 -0.364057 -3.560284 -0.08 0.04 -0.11 0.1508
```
Forces are in eV/Å.

Values from the calculation:
Electronic energy = -123278.6581 eV
Frontier orbital gap (spin up / spin down) = 4.9943 / 5.7568 eV
Charge = +3
E_HOMO (spin up / spin down) = -15.19 / -15.46 eV